C3H8N2O | ωB97M-V/def2-TZVPD

SMILES: C/C=C/N.N=O
M, g/mol: 88.11
Kohn-Sham gap, eV: 6.72
Charge: 0
Relative energy (zero: lowest compared OMol25 entry of this formula, charge and spin), kJ/mol: 519.9
E_HOMO, eV: -7.48

Element x y z (Å)
C1 -2.202 0.079 -1.172
C2 -0.962 0.401 -0.488
C3 -0.769 -0.052 0.777
N1 0.318 0.058 1.634
H1 -2.520 -0.741 -0.537
H2 -2.734 1.057 -1.255
H3 -1.882 -0.352 -2.216
H4 -0.365 1.037 -1.060
H5 -1.468 -0.622 1.282
H6 0.556 -0.673 2.267
H7 1.196 0.366 1.096
N2 3.401 -0.475 -0.256
O1 3.000 0.555 0.197
H8 4.431 -0.639 -0.269

Cartesian forces (eV/Å) of the 6 atoms listed first:
0.7088 -0.4218 -1.8993
0.5669 -0.7397 2.7545
1.7223 0.6124 -1.3728
2.8472 2.3075 -2.0803
-1.6786 0.0858 -0.4858
-0.6156 -1.3297 -0.2105

Löwdin population analysis, charges in e, atoms 1 to 2: number 1, C, carries -0.1516; number 2, C, carries -0.2216